[1]
22
Properties=species:S:1:pos:R:3:forces:R:3 method="wB97M-V/def2-TZVPD" energy_ev=-13027.628 homo_lumo_gap_ha=0.376 relative_energy_kcal_mol=37.0 smiles="CNC(=O)CCOC.O"
O -3.2361 1.9473 0.2547 0.61 0.42 0.14
O -0.0389 1.4018 -0.1825 -0.26 0.41 2.25
C -2.6345 3.0245 0.2028 -0.82 -3.18 1.05
N -3.1824 4.0299 -0.4844 1.65 2.60 -0.02
C 0.0000 0.0000 0.0000 0.85 -0.61 -0.68
C -4.4155 4.0886 -1.2399 -0.45 -0.26 0.01
C -0.3457 1.9583 1.1444 -1.95 0.64 -1.27
C -1.2638 3.2140 0.9338 0.07 0.59 -0.92
H -2.6366 4.8949 -0.4642 -0.44 -0.51 -0.15
H 0.6670 -0.2354 0.8464 -0.13 -0.18 -0.27
H 0.4344 -0.4270 -0.9196 -0.19 0.08 0.38
H -0.9787 -0.4755 0.1805 0.09 0.47 -0.04
H -5.2777 3.7838 -0.6232 0.37 0.05 -0.24
H -4.3875 3.4556 -2.1427 0.05 0.17 0.40
H -4.5580 5.1375 -1.5499 0.04 -0.51 0.13
H -0.9028 1.1791 1.6993 0.11 0.53 -0.14
H 0.5074 2.2753 1.7748 0.07 -0.30 -0.76
H -0.7820 3.9230 0.2333 0.53 -0.21 0.63
H -1.3818 3.7295 1.9063 -0.20 -0.20 -0.49
O -5.2557 -2.0973 -4.6580 0.41 -0.38 1.09
H -5.1638 -3.0199 -4.3286 -0.08 1.02 -0.31
H -4.9486 -1.5354 -3.9109 -0.32 -0.64 -0.77

---

[2]
16
Properties=species:S:1:pos:R:3:forces:R:3 method="wB97M-V/def2-TZVPD" energy_ev=-7392.923 homo_lumo_gap_ha=0.405 relative_energy_kcal_mol=42.5 smiles=COCC1CC1
C -2.5991 0.1374 0.1661 -0.57 0.03 0.29
C -0.4090 -0.5004 -0.1715 0.02 -0.70 0.18
C 0.9299 -0.0301 -0.6151 -0.93 -0.39 -1.06
C 2.1482 -0.4273 0.1126 2.02 -0.76 -0.55
C 1.6814 0.9766 0.1623 -0.20 1.05 -0.11
H -3.4292 0.8092 -0.2202 1.17 -0.61 0.78
H -2.8864 -0.9032 -0.1022 0.09 0.42 0.14
H -2.4611 0.1557 1.3071 -0.42 0.26 -1.49
H -0.3314 -0.6521 0.9025 -0.26 0.12 0.59
H -0.6982 -1.5259 -0.5534 0.23 1.00 -0.13
H 0.9709 0.1292 -1.6744 0.27 -0.15 -0.48
H 3.1139 -0.6837 -0.3973 -1.21 0.32 0.30
H 2.0007 -1.0222 0.9917 -0.08 -0.14 0.40
H 1.2284 1.3334 1.0720 0.05 0.20 0.15
H 2.1225 1.7226 -0.4997 0.25 -0.12 0.61
O -1.3815 0.4810 -0.4805 -0.41 -0.53 0.38

---

[3]
18
Properties=species:S:1:pos:R:3:forces:R:3 method="wB97M-V/def2-TZVPD" energy_ev=-9359.129 homo_lumo_gap_ha="0.258 / 0.269" relative_energy_kcal_mol=122.4
C 2.4187 0.3513 -0.8691 0.01 0.07 -0.02
C -1.6790 -0.2126 1.6480 -0.04 -0.02 0.03
N 0.6814 0.5102 0.9899 0.12 0.08 0.15
C 1.0317 0.4750 -0.3340 -0.18 -0.03 -0.02
C -0.2990 -0.1405 -0.7998 0.22 0.26 0.38
C -0.4161 -0.3731 0.8666 -0.03 -0.10 -0.69
N -1.1569 0.4915 -1.6904 -0.07 0.00 -0.07
C -0.1689 -1.4143 -0.2641 -0.05 -0.08 0.29
H 1.3389 0.5077 1.7598 -0.03 -0.08 -0.09
H -1.1854 1.5008 -1.5898 -0.01 -0.13 0.02
H -2.0748 0.0717 -1.7567 0.08 0.04 0.00
H -0.7926 -2.2787 -0.4707 -0.03 0.05 0.04
H 2.3770 0.0489 -1.9154 0.00 0.01 0.03
H 2.9136 1.3295 -0.8317 -0.02 -0.07 -0.01
H 3.0501 -0.3615 -0.3291 -0.09 0.02 -0.01
H -2.3700 0.5076 1.1847 0.07 -0.04 0.02
H -1.4620 0.1503 2.6562 0.01 -0.02 -0.06
H -2.2065 -1.1636 1.7457 0.03 0.04 -0.01

---

[4]
14
Properties=species:S:1:pos:R:3:forces:R:3 method="wB97M-V/def2-TZVPD" energy_ev=-27417.848 homo_lumo_gap_ha="0.243 / 0.243" relative_energy_kcal_mol=92.2
C -2.5436 -1.3352 -0.4176 1.75 4.06 1.52
C -2.5043 -0.7586 0.8420 0.64 1.79 -1.29
C 1.7504 1.1039 -0.5685 -0.06 1.03 2.27
C 0.5304 0.2594 -0.6989 -2.41 -2.68 -0.10
N -2.0420 -0.8256 -1.4734 1.23 1.04 -1.94
S -2.2422 0.9856 0.8282 0.38 -0.54 -0.88
S -1.1122 1.1321 -1.0002 -0.84 -2.45 1.17
H -2.9768 -2.2354 -0.5287 -1.61 -3.25 -0.60
H -2.8742 -1.2112 1.6912 -0.45 -0.73 1.77
H 2.2847 0.9607 0.4051 -0.06 -0.77 -1.01
H 2.3420 0.9364 -1.4312 0.99 0.26 -0.49
H 1.5406 2.1663 -0.3894 -0.30 0.01 -0.83
H 0.1396 -0.3061 0.2182 1.23 0.57 -1.00
H 0.6386 -0.5650 -1.5277 -0.49 1.66 1.43

---

[5]
49
Properties=species:S:1:pos:R:3:forces:R:3 method="wB97M-V/def2-TZVPD" energy_ev=-53795.017 homo_lumo_gap_ha=0.296 smiles=Cn1cc([C@@H](Sc2cc(C(F)(F)F)cc(C(F)(F)F)c2)c2ccccc2)c2ccccc21
C 4.1143 0.7047 2.0816 0.16 0.13 0.00
N 2.7178 0.3194 2.1015 -0.21 -0.29 -0.22
C 1.6329 1.1767 2.0181 -0.38 -1.03 0.36
C 0.4680 0.4752 2.2724 0.29 0.52 -0.24
C -0.9084 1.0773 2.4545 -0.88 -0.70 1.20
C -2.1160 0.1804 2.2156 0.43 0.17 -0.58
C -2.1169 -0.8411 1.2621 -0.35 -0.08 0.24
C -3.1594 -1.7762 1.2664 0.09 0.34 -0.12
C -4.2344 -1.6066 2.1395 -0.20 0.21 0.16
C -4.3210 -0.4737 2.9608 0.22 0.04 -0.26
C -3.2513 0.4207 2.9804 -0.17 -0.41 0.24
C 0.8467 -0.8983 2.5074 0.80 0.13 0.10
C 0.1649 -2.0423 2.9073 0.06 -0.86 0.05
C 0.8639 -3.2549 3.0396 -0.27 0.71 -0.04
C 2.2611 -3.3062 2.8662 0.02 0.66 -0.20
C 2.9898 -2.1434 2.5536 -0.44 -0.86 0.12
C 2.2641 -0.9735 2.3574 -0.37 1.03 0.27
H 4.7252 -0.2068 2.1123 -0.16 0.40 -0.10
H 4.3568 1.2708 1.1705 -0.06 -0.20 0.25
H 4.3731 1.3182 2.9618 -0.12 -0.22 -0.30
H 1.7589 2.2292 1.7986 0.10 -0.17 0.05
H -0.9975 1.4018 3.5077 0.14 -0.49 -0.22
H -1.2911 -0.9196 0.5573 -0.07 -0.15 0.27
H -3.1280 -2.6322 0.5839 -0.05 0.36 0.28
H -5.0340 -2.3421 2.1718 0.12 0.10 -0.09
H -5.2001 -0.2753 3.5819 0.32 -0.23 -0.25
H -3.2661 1.3094 3.6115 -0.03 -0.47 0.11
H -0.9032 -1.9660 3.0992 0.29 -0.35 -0.01
H 0.3052 -4.1609 3.2834 0.26 0.28 0.01
H 2.7687 -4.2612 2.9848 0.00 0.25 -0.02
H 4.0742 -2.1640 2.4609 -0.27 -0.09 0.02
F -2.6727 4.4513 -2.8437 -1.08 0.31 0.56
C -3.7803 4.8200 -2.1324 -0.07 0.26 -0.75
F -3.8122 6.1944 -2.1258 -0.03 -1.29 -0.07
F -4.8841 4.4015 -2.8365 1.08 0.45 0.59
C -3.7686 4.2745 -0.7226 -0.36 0.18 -0.07
C -4.7833 4.6726 0.1509 0.55 -0.40 -0.04
C -4.7382 4.2155 1.4670 -0.13 -0.06 -0.08
C -5.8801 4.6439 2.3554 -0.65 0.34 0.52
F -5.7807 4.1624 3.6256 -0.09 0.30 -1.00
F -5.9474 6.0145 2.4541 0.00 -1.25 -0.10
F -7.0919 4.2315 1.8518 1.13 0.40 0.53
C -3.6680 3.4544 1.9390 0.41 0.14 -0.31
C -2.6086 3.1183 1.0707 -1.43 0.13 -0.47
S -1.0125 2.6398 1.5988 1.14 1.24 -1.16
C -2.7411 3.4443 -0.3012 0.46 0.00 0.78
H -5.5899 5.3137 -0.1861 0.08 -0.03 0.03
H -3.5996 3.1555 2.9823 -0.16 0.35 -0.26
H -1.9783 3.1028 -0.9987 -0.13 0.22 0.20